Entry 1:
{
  "formula": "C21H48O19Tl",
  "method": "ωB97M-V/def2-TZVPD",
  "species": ["Tl", "C", "C", "C", "O", "C", "C", "C", "O", "O", "O", "H", "H", "C", "O", "H", "H", "H", "H", "C", "C", "O", "O", "H", "H", "H", "H", "H", "H", "C", "C", "O", "O", "H", "H", "H", "H", "H", "H", "C", "C", "O", "O", "H", "H", "H", "H", "H", "H", "C", "C", "O", "O", "H", "H", "H", "H", "H", "H", "C", "C", "O", "O", "H", "H", "H", "H", "H", "H", "C", "C", "O", "O", "H", "H", "H", "H", "H", "H", "C", "C", "O", "O", "H", "H", "H", "H", "H", "H"],
  "xyz": [[-8.80296, -34.94502, -18.36127], [-6.26489, -38.38121, -15.41830], [-5.05400, -38.93072, -15.71492], [-4.35644, -38.74555, -17.04025], [-3.15274, -39.14123, -17.23646], [-4.90174, -38.12549, -18.09964], [-6.27085, -37.64812, -18.01008], [-6.98043, -37.78273, -16.56012], [-8.10976, -37.34129, -16.47941], [-6.84264, -36.99324, -18.96503], [-4.55240, -39.62554, -14.76590], [-6.82823, -38.44287, -14.49893], [-4.36518, -38.05372, -19.03417], [-5.18846, -36.29351, -12.44352], [-4.74454, -37.64673, -12.42645], [-4.77756, -35.68710, -11.63635], [-4.88347, -35.80261, -13.36770], [-6.27523, -36.21390, -12.41700], [-5.15628, -38.16176, -13.12417], [-11.39396, -37.56669, -19.31551], [-11.61303, -36.46411, -20.45989], [-11.49504, -35.15415, -19.84232], [-10.17506, -37.59794, -18.70649], [-11.44923, -38.56210, -19.75620], [-12.26584, -37.38591, -18.68685], [-12.61065, -36.66885, -20.84840], [-10.90945, -36.50674, -21.29131], [-11.84645, -34.61862, -20.55738], [-10.03455, -38.41508, -18.22261], [-2.70887, -41.03176, -20.90946], [-3.29282, -39.94163, -21.76018], [-4.18544, -40.32871, -22.81212], [-3.58510, -41.50679, -19.91294], [-1.80555, -40.67406, -20.41534], [-2.46375, -41.97900, -21.38982], [-2.56055, -39.31492, -22.26921], [-3.87869, -39.24620, -21.15914], [-4.42022, -39.55480, -23.32938], [-3.28968, -42.34132, -19.54160], [-6.24822, -34.32035, -20.97317], [-7.41005, -34.50821, -21.87679], [-8.19211, -35.53133, -21.21284], [-6.44808, -33.48474, -19.89397], [-5.51169, -33.94590, -21.68411], [-5.78108, -35.26641, -20.69959], [-7.03612, -34.89873, -22.82325], [-7.99796, -33.62189, -22.11537], [-7.94370, -36.31818, -21.70354], [-5.63215, -33.13146, -19.53196], [-10.20639, -36.33682, -13.11996], [-10.71294, -37.69926, -13.68948], [-9.91185, -38.40964, -14.68189], [-10.53402, -35.35328, -14.11058], [-9.13473, -36.40840, -12.93417], [-10.78155, -36.03694, -12.24396], [-11.73330, -37.70109, -14.07282], [-10.76459, -38.37184, -12.83328], [-9.32290, -37.85045, -15.19378], [-9.79935, -34.74502, -14.21962], [-1.86952, -34.08928, -19.19937], [-3.02144, -34.57249, -18.32818], [-4.22433, -33.79290, -18.42910], [-1.40856, -32.89151, -18.58538], [-2.25837, -33.89545, -20.19903], [-1.12760, -34.87635, -19.33423], [-2.73779, -34.85399, -17.31407], [-3.16811, -35.58414, -18.70654], [-4.87019, -34.09736, -17.78743], [-2.18708, -32.39181, -18.32889], [-0.63113, -37.43811, -14.30812], [-1.85571, -37.43290, -13.46085], [-1.95358, -38.79582, -12.94170], [-0.89637, -38.09282, -15.56602], [0.26356, -37.82946, -13.82390], [-0.40435, -36.40677, -14.57832], [-2.76351, -37.09273, -13.95913], [-1.60808, -36.63897, -12.75625], [-2.68379, -38.81482, -12.31878], [-0.75590, -37.55771, -16.35058], [-7.93567, -41.17686, -13.64503], [-8.02193, -41.47277, -15.18795], [-8.46736, -42.81995, -15.30806], [-9.18236, -41.07987, -13.03225], [-7.33150, -40.28839, -13.46147], [-7.28613, -41.85347, -13.08970], [-7.02999, -41.58154, -15.62649], [-8.72011, -40.83582, -15.73103], [-8.52912, -43.01063, -16.24690], [-9.66691, -40.25117, -13.04064]],
  "forces_ev_per_angstrom": [[0.149, -0.910, -0.219], [-2.805, 2.603, -4.112], [2.041, -2.919, 3.980], [4.790, -2.100, 1.110], [-2.156, 0.264, 1.157], [-3.513, 1.631, -2.079], [-1.016, 1.905, -0.997], [2.003, -0.742, 0.254], [-1.696, 1.049, -0.291], [1.408, -1.878, 3.063], [0.234, 1.079, -2.374], [0.308, -0.218, 0.104], [0.092, 0.057, 0.046], [-0.168, -0.247, -0.816], [0.130, 0.739, 0.970], [0.142, -0.569, 0.229], [0.155, 0.100, -0.244], [-0.195, -0.086, 0.226], [0.046, -0.108, -0.319], [-1.624, 0.042, -2.618], [1.246, -1.255, 1.880], [-0.454, -0.918, -0.732], [1.779, 1.708, 0.834], [-1.046, 0.033, -0.592], [0.153, -0.139, 0.648], [-0.184, 0.238, 0.116], [0.233, -0.288, 0.108], [0.090, 0.830, 0.275], [-0.021, 0.079, 0.163], [0.449, -1.564, 0.348], [-0.925, 1.209, -0.902], [-0.113, -1.257, 0.080], [-1.536, 0.827, 0.753], [0.187, 0.407, -0.192], [0.540, 0.586, -1.300], [0.819, -0.280, 0.492], [0.208, -0.054, 0.765], [0.113, 0.034, 0.135], [0.208, 0.127, -0.162], [2.392, 0.569, -1.750], [-0.397, -1.178, 0.986], [-0.985, 0.359, -1.014], [-1.599, 0.641, 0.660], [0.661, 0.874, 0.179], [-0.582, -0.429, 0.291], [-0.014, -0.030, -0.087], [-0.031, 0.057, 0.434], [-0.312, -0.478, 0.539], [0.424, -0.326, -0.193], [-1.137, -0.792, -1.846], [0.739, -0.715, 0.251], [-0.691, 0.338, 1.401], [0.523, 0.268, -0.274], [0.007, 0.099, 0.158], [0.247, -0.527, 0.369], [-0.055, 0.790, -0.006], [0.115, -0.171, 0.213], [0.236, 0.629, -0.295], [-0.003, 0.037, 0.064], [-1.795, 1.209, 1.161], [0.061, -2.568, -0.839], [1.154, 0.286, 0.005], [1.170, -0.109, -0.550], [-0.113, 0.152, -0.240], [0.345, 0.355, 0.616], [0.190, 1.064, 0.382], [-0.842, -0.318, -0.434], [0.116, -0.216, 0.149], [-0.084, 0.067, -0.039], [-0.280, 1.016, -2.608], [0.782, -1.437, 0.672], [0.035, 1.806, -0.067], [0.148, -0.915, 0.391], [-0.287, -0.411, 0.144], [0.139, 0.388, 0.334], [0.057, -0.375, -0.388], [-0.311, -0.276, 1.088], [-0.335, 0.005, -0.032], [0.187, 0.280, 0.442], [0.536, 1.464, -1.271], [0.624, -1.360, 1.484], [-0.896, -0.693, 0.081], [-0.797, -1.216, 0.926], [-0.178, 0.663, -0.479], [-0.593, -0.968, -0.353], [0.361, 1.381, 0.044], [0.258, 0.549, 0.246], [-0.050, -0.148, 0.001], [0.790, 0.292, -0.731]],
  "lowdin_spin": [0.00, 0.15, 0.00, 0.00, 0.33, 0.31, 0.02, -0.01, -0.03, 0.11, 0.11, 0.01, 0.01, 0.00, 0.00, 0.00, 0.00, 0.00, 0.00, 0.00, 0.00, 0.00, 0.00, 0.00, 0.00, 0.00, 0.00, 0.00, 0.00, 0.00, 0.00, 0.00, 0.00, 0.00, 0.00, 0.00, 0.00, 0.00, 0.00, 0.00, 0.00, 0.00, 0.00, 0.00, 0.00, 0.00, 0.00, 0.00, 0.00, 0.00, 0.00, 0.00, 0.00, 0.00, 0.00, 0.00, 0.00, 0.00, 0.00, 0.00, 0.00, 0.00, 0.00, 0.00, 0.00, 0.00, 0.00, 0.00, 0.00, 0.00, 0.00, 0.00, 0.00, 0.00, 0.00, 0.00, 0.00, 0.00, 0.00, 0.00, 0.00, 0.00, 0.00, 0.00, 0.00, 0.00, 0.00, 0.00, 0.00],
  "spin_multiplicity": 2,
  "total_charge": 0,
  "lumo_energy_ev": [-0.625, -2.678],
  "s2": 0.814,
  "total_energy_ha": -2430.659830,
  "orbital_gap_ev": [7.87, 5.11]
}

***

Entry 2:
{
  "formula": "C4H4N2O2",
  "method": "ωB97M-V/def2-TZVPD",
  "species": ["C", "C", "C", "O", "C", "N", "N", "O", "H", "H", "H", "H"],
  "xyz": [[-2.60315, -1.39089, -0.03407], [-1.94577, -0.32928, -0.18529], [-0.98748, 0.75823, 0.05145], [-1.14998, 1.99206, 0.57012], [0.44534, 0.27892, -0.02666], [1.07696, 1.37714, -0.34614], [0.84690, -0.96546, 0.22496], [2.23544, -0.90535, 0.30619], [-3.00045, -2.55887, 0.29529], [2.05663, 1.30356, -0.21741], [0.58242, 2.21456, -0.61050], [2.44312, -1.77464, -0.02793]],
  "forces_ev_per_angstrom": [[1.493, -0.061, 0.825], [-2.497, -2.659, 1.139], [-1.411, 3.061, 3.611], [-0.313, -6.828, -3.441], [-2.245, -1.607, 0.069], [3.062, 0.339, -0.373], [-1.955, 3.336, -0.160], [0.654, -0.091, -0.363], [1.251, 4.374, -1.487], [0.978, 0.697, -0.368], [0.345, -0.146, 0.487], [0.638, -0.415, 0.060]],
  "nbo_charge": [-0.11, -0.15, 0.45, -0.52, 0.29, -0.78, -0.21, -0.59, 0.31, 0.41, 0.43, 0.48],
  "total_charge": 0,
  "lumo_energy_ev": -1.012,
  "smiles": "C#CC(=O)/C(N)=N/O",
  "total_energy_ha": -414.601457,
  "e_above_lowest_kcal_mol": 153.6,
  "orbital_gap_ev": 7.78
}

***

Entry 3:
{
  "formula": "C27H34N4O2",
  "method": "ωB97M-V/def2-TZVPD",
  "species": ["C", "O", "C", "C", "C", "C", "C", "N", "C", "C", "C", "N", "N", "C", "C", "C", "N", "C", "O", "C", "C", "C", "C", "C", "C", "C", "C", "C", "C", "C", "C", "C", "C", "H", "H", "H", "H", "H", "H", "H", "H", "H", "H", "H", "H", "H", "H", "H", "H", "H", "H", "H", "H", "H", "H", "H", "H", "H", "H", "H", "H", "H", "H", "H", "H", "H", "H"],
  "xyz": [[-7.81110, -1.55194, -1.76038], [-7.42823, -0.42686, -1.01347], [-6.14709, -0.36815, -0.52742], [-5.19964, -1.35956, -0.73330], [-3.92621, -1.21155, -0.21599], [-3.57387, -0.08899, 0.51171], [-2.17097, 0.03590, 1.05875], [-1.23648, -0.79866, 0.32118], [-0.90056, -0.26975, -0.98445], [0.07640, 0.91443, -0.94422], [1.33881, 0.53767, -0.16434], [2.19128, 1.69490, -0.01734], [1.71775, 2.76231, 0.63695], [2.69002, 3.65018, 0.64819], [3.82653, 3.17148, -0.01184], [3.46727, 1.90498, -0.42894], [4.17920, 0.95040, -1.13931], [5.53194, 0.95926, -1.31936], [6.24942, 1.86104, -0.95559], [6.07245, -0.25456, -2.06324], [5.35723, -1.58233, -1.78343], [4.95798, -1.77883, -0.34179], [3.77535, -2.44389, -0.03785], [3.39037, -2.64478, 1.27591], [4.17926, -2.16768, 2.30809], [5.35886, -1.50454, 2.01674], [5.74966, -1.31736, 0.70280], [0.95521, -0.00429, 1.21445], [-0.04190, -1.15875, 1.05031], [-4.53387, 0.90052, 0.75150], [-4.17085, 2.09641, 1.58701], [-5.81512, 0.77263, 0.21946], [-6.86214, 1.83167, 0.42363], [-7.74203, -2.47221, -1.17059], [-8.85119, -1.38137, -2.03612], [-7.21060, -1.65802, -2.67027], [-5.43666, -2.24959, -1.29397], [-3.18694, -1.97983, -0.37828], [-1.86790, 1.09185, 1.06035], [-2.17264, -0.30672, 2.09949], [-0.45084, -1.08555, -1.56238], [-1.82481, 0.02938, -1.48195], [0.33632, 1.21267, -1.96178], [-0.38197, 1.77171, -0.45046], [1.88842, -0.24123, -0.70725], [2.54672, 4.60081, 1.12160], [4.76793, 3.65289, -0.16292], [3.66316, 0.13713, -1.43787], [7.13039, -0.32409, -1.80667], [6.02080, -0.03273, -3.13292], [6.02956, -2.39625, -2.07332], [4.47033, -1.67766, -2.41779], [3.15212, -2.81858, -0.83990], [2.47260, -3.17100, 1.49375], [3.87616, -2.31391, 3.33407], [5.98070, -1.13098, 2.81639], [6.67430, -0.80204, 0.49526], [0.50930, 0.80574, 1.79221], [1.84830, -0.35125, 1.73757], [0.44292, -1.97029, 0.49567], [-0.33058, -1.54593, 2.02982], [-3.54507, 2.78378, 1.01660], [-5.05215, 2.63582, 1.91483], [-3.61462, 1.78799, 2.46982], [-6.49287, 2.80621, 0.10924], [-7.74457, 1.58903, -0.15914], [-7.15156, 1.89284, 1.47251]],
  "forces_ev_per_angstrom": [[-0.073, -0.189, -0.129], [0.244, 0.236, 0.218], [0.123, 0.021, 0.058], [-0.303, -0.062, -0.128], [-0.002, 0.139, 0.086], [-0.049, -0.106, -0.070], [0.028, -0.061, -0.045], [-0.117, -0.097, 0.152], [0.086, 0.181, -0.177], [-0.021, -0.322, 0.008], [-0.541, -0.024, 0.209], [0.713, 0.118, -0.225], [-0.646, 0.253, 0.355], [0.009, -0.325, -0.165], [0.184, -0.161, -0.132], [0.045, 0.521, 0.197], [-0.469, -0.158, -0.145], [0.138, -0.282, -0.298], [0.101, 0.171, 0.106], [0.065, -0.047, 0.036], [0.088, 0.046, -0.020], [-0.041, -0.194, -0.013], [0.039, -0.005, -0.055], [-0.039, -0.036, 0.066], [-0.043, -0.045, 0.091], [0.051, 0.015, 0.064], [-0.022, -0.069, -0.032], [-0.042, -0.287, -0.195], [0.221, 0.138, 0.165], [-0.038, -0.176, -0.133], [-0.047, -0.073, -0.064], [-0.192, -0.081, -0.095], [-0.017, -0.088, -0.064], [0.017, 0.034, -0.035], [0.073, -0.064, -0.009], [-0.012, -0.010, 0.051], [-0.060, -0.069, -0.063], [0.078, -0.062, -0.034], [-0.015, -0.018, 0.115], [0.098, 0.104, 0.020], [-0.045, 0.007, -0.088], [0.055, -0.067, -0.087], [0.004, 0.064, -0.019], [0.043, 0.044, -0.022], [-0.001, 0.075, 0.053], [-0.061, 0.190, 0.117], [0.182, 0.038, -0.046], [0.176, 0.069, 0.039], [-0.078, 0.103, -0.006], [0.068, 0.010, 0.032], [-0.097, 0.046, -0.096], [0.018, -0.053, 0.023], [-0.049, -0.022, -0.092], [-0.091, -0.040, 0.020], [-0.019, -0.007, 0.089], [0.052, 0.038, 0.071], [0.127, 0.110, -0.029], [0.029, 0.038, 0.016], [0.019, 0.060, 0.031], [0.040, -0.072, 0.054], [0.035, -0.062, -0.030], [0.077, 0.112, 0.037], [-0.025, 0.079, 0.054], [0.064, 0.071, 0.077], [-0.028, 0.105, 0.031], [-0.054, 0.113, 0.037], [-0.053, 0.086, 0.063]],
  "nbo_charge": [-0.25, -0.51, 0.28, -0.31, -0.21, 0.02, -0.26, -0.46, -0.23, -0.43, -0.02, -0.18, -0.30, -0.04, -0.36, 0.32, -0.62, 0.69, -0.59, -0.50, -0.44, -0.04, -0.18, -0.22, -0.22, -0.19, -0.22, -0.43, -0.21, -0.04, -0.64, 0.02, -0.66, 0.17, 0.20, 0.17, 0.21, 0.23, 0.18, 0.21, 0.19, 0.22, 0.21, 0.23, 0.19, 0.21, 0.25, 0.41, 0.24, 0.24, 0.24, 0.20, 0.20, 0.22, 0.22, 0.22, 0.22, 0.23, 0.22, 0.18, 0.20, 0.22, 0.22, 0.22, 0.21, 0.24, 0.21],
  "total_charge": 0,
  "lumo_energy_ev": 0.538,
  "smiles": "COc1ccc(CN2CCC(n3nccc3NC(=O)CCc3ccccc3)CC2)c(C)c1C",
  "total_energy_ha": -1418.766395,
  "e_above_lowest_kcal_mol": 18.3,
  "orbital_gap_ev": 8.59
}